The following is a DFT calculation (the ωB97M-V functional and the def2-TZVPD basis) of 2 unconnected molecules or ions with the total composition C25H25NO4 in a non-equilibrium geometry.

```
55
Properties=species:S:1:pos:R:3:nbo_charge:R:1
O -1.451 4.075 -0.577 -0.6699
O -2.497 2.297 0.306 -0.5340
O 5.559 2.863 -2.769 -0.4222
O 4.778 4.902 -2.897 -0.4170
N 4.639 3.693 -2.597 0.5009
C -2.658 1.367 3.725 -0.0952
C -3.929 0.854 3.864 -0.2340
C 2.573 -1.316 4.026 -0.2346
C -1.800 -0.869 3.288 -0.0727
C 1.276 -0.812 3.999 -0.1498
C -0.186 2.096 -0.094 -0.4351
C 1.226 3.825 -1.197 -0.1964
C 3.679 -0.494 3.751 0.0689
C 5.077 -1.025 3.801 -0.6454
C 1.006 2.466 -0.741 -0.0051
C -5.561 -1.057 3.835 -0.6435
C -4.861 2.384 0.589 -0.6237
C -1.541 0.527 3.421 -0.1776
C 2.172 1.349 3.327 -0.1105
C 2.389 4.211 -1.806 -0.1732
C 1.025 0.517 3.520 -0.0768
C 3.455 0.855 3.440 -0.2344
C 3.209 1.906 -1.673 -0.1636
C 2.050 1.512 -1.051 -0.2499
C -1.359 2.924 -0.137 0.7195
C -3.658 3.097 0.028 -0.0725
C -3.080 -1.373 3.476 -0.2497
C 3.410 3.263 -2.041 -0.0395
C -0.251 1.119 3.338 0.0277
C -4.169 -0.521 3.725 0.0644
H -0.982 -1.538 3.033 0.2110
H -4.775 1.523 4.077 0.2255
H -6.173 -0.776 2.969 0.2385
H 2.009 2.404 3.102 0.2283
H 5.098 -2.114 3.797 0.2229
H -3.266 -2.447 3.408 0.2212
H -6.069 -0.659 4.717 0.2302
H -3.517 4.083 0.492 0.1935
H 2.750 -2.369 4.253 0.2228
H 2.547 5.240 -2.096 0.2398
H 0.420 4.538 -1.063 0.2539
H -5.789 2.854 0.268 0.2132
H -5.562 -2.144 3.897 0.2221
H -2.476 2.434 3.874 0.2229
H 5.661 -0.664 2.951 0.2361
H -0.349 1.079 0.249 0.2089
H 4.006 1.203 -1.882 0.2372
H -0.243 2.206 3.222 0.2294
H 1.883 0.460 -0.798 0.2077
H 5.604 -0.689 4.700 0.2368
H -4.871 2.410 1.675 0.1951
H -4.898 1.342 0.272 0.2102
H 0.458 -1.422 4.373 0.2192
H -3.750 3.232 -1.063 0.1883
H 4.313 1.507 3.250 0.2304
```

* energy relative to the best compared isomer or geometry (same formula, charge and spin): 151.4 kcal per mole
* highest occupied orbital energy: -0.22719 hartree
* frontier orbital gap: 3.2 eV
* E_LUMO: -0.1093 hartree
* molecular weight: 403.5 g mol⁻¹

The following is a DFT calculation (the ωB97M-V functional and the def2-TZVPD basis) of 9 unconnected molecules or ions with the total composition C59H38F6NO21 in a non-equilibrium geometry.

```
125
Properties=species:S:1:pos:R:3:mulliken_charge:R:1
F -0.251 -4.605 -3.400 -0.2730
F -0.426 -2.016 -1.334 -0.0988
F -1.038 -0.931 -4.826 -0.2556
F -1.892 -2.817 -2.882 -0.2966
F 0.854 -3.067 -4.665 -0.1881
F 0.651 -0.146 -3.399 -0.1821
O -6.142 4.948 -2.517 -0.5600
O -1.375 0.835 -1.556 -0.4097
O 0.360 -9.773 -8.744 -0.5284
O -2.864 0.008 -3.178 -0.5407
O -3.813 2.145 1.337 -0.4617
O -2.506 3.559 6.229 -0.5759
O 1.881 3.885 5.253 -0.4696
O 1.818 -3.847 -1.232 -0.4809
O 4.758 -3.963 -1.592 -0.4439
O -11.939 -0.334 -3.254 -0.5328
O 0.794 8.852 6.759 -0.5450
O -8.819 1.991 0.349 -0.5465
O 5.676 -0.004 4.044 -0.5810
O -1.996 -0.396 0.597 -0.7788
O -2.058 1.133 10.923 -0.5409
O 5.959 -2.749 -4.898 -0.4993
O 3.011 -3.613 -3.179 -0.0608
O 4.522 -6.831 -7.276 -0.4759
O 2.933 -3.280 -9.224 -0.5663
O 1.010 0.115 4.938 -0.5266
O 4.175 2.825 8.272 -0.5555
N 5.361 1.204 -2.563 -0.0248
C 1.664 7.427 5.104 -0.3771
C -0.826 0.897 3.692 -0.6570
C -9.803 0.003 -0.439 -0.4194
C -1.694 0.062 -2.709 0.2258
C 3.997 0.937 -2.169 -0.5551
C 1.010 5.313 6.910 -0.0622
C -0.586 -0.858 -3.478 0.9252
C 4.520 2.176 7.301 0.1812
C 1.762 -3.613 -2.451 0.0507
C 5.332 0.645 5.016 0.2348
C 2.468 -9.698 -7.705 -0.4135
C 3.515 -8.958 -7.338 -0.4560
C -1.142 1.512 8.791 -0.3166
C -4.137 4.179 -1.558 -0.4772
C 4.097 -1.992 -6.130 -0.1104
C 6.322 1.162 5.984 -0.4483
C -0.573 -2.270 -2.718 0.3692
C 5.945 1.874 7.046 -0.4302
C 0.735 6.561 7.289 -0.5120
C -2.403 3.001 7.307 0.3479
C 1.632 5.026 5.600 0.3229
C -3.309 2.570 9.545 -0.3947
C -4.350 2.790 0.451 0.3128
C -5.608 4.304 -1.634 0.3286
C 3.627 -3.157 -8.234 0.2533
C 3.530 1.659 6.333 -0.1830
C 5.978 -1.311 -2.866 -0.3133
C 0.439 -3.363 -3.317 0.9261
C 2.410 -6.907 -8.316 -0.0410
C -11.223 0.199 -2.428 0.3140
C 1.313 -9.099 -8.407 0.2623
C 3.564 -7.507 -7.614 0.5375
C 6.342 0.207 -2.905 -0.4186
C 1.363 -7.647 -8.684 -0.4761
C -10.586 -0.581 -1.346 -0.3676
C -0.160 -1.178 1.846 -0.5335
C -10.172 2.237 -1.561 -0.2505
C 0.595 -1.051 2.937 -0.4758
C -5.820 2.915 0.376 -0.5222
C 3.908 0.947 5.272 -0.1028
C 5.550 -3.904 -6.910 -0.3896
C 1.042 7.713 6.414 0.2778
C -1.306 -0.277 1.596 0.3601
C 3.337 -2.123 -7.217 -0.5884
C -6.405 3.619 -0.594 -0.4219
C 0.319 -0.002 3.942 0.4757
C -2.161 1.690 9.847 0.2314
C 5.261 -2.872 -5.896 0.4568
C -3.422 3.179 8.364 -0.4607
C 4.100 -3.220 -2.336 0.1433
C -1.583 0.770 2.600 -0.7462
C -10.956 1.653 -2.468 -0.4009
C 3.519 -0.533 -2.076 -0.0937
C 4.791 -4.037 -7.998 -0.3080
C 1.939 6.178 4.725 -0.3821
C -9.536 1.457 -0.478 0.5921
C -1.255 2.121 7.609 -0.0311
C 4.527 -1.664 -2.428 0.7798
C -3.552 3.476 -0.588 -0.1700
H -1.013 1.658 4.440 0.5743
H -10.792 -1.644 -1.332 0.4031
H 6.656 2.261 7.765 0.4266
H -2.101 0.619 -0.895 0.2954
H 2.481 -1.486 -7.405 0.4768
H 1.438 -1.702 3.136 0.5127
H -3.568 4.686 -2.327 0.4203
H -2.476 3.374 -0.517 0.4537
H 4.369 -9.381 -6.824 0.4245
H -9.330 -0.553 0.361 0.4188
H 2.492 1.889 6.534 0.5514
H 3.899 -1.241 -5.375 0.4237
H 6.406 -4.541 -6.723 0.4323
H -4.257 3.826 8.125 0.4385
H -9.967 3.300 -1.574 0.3862
H -6.389 2.408 1.145 0.4927
H -0.307 0.865 9.029 0.4680
H 2.469 -0.862 -1.758 0.3721
H -7.480 3.721 -0.665 0.5062
H 7.361 0.931 5.783 0.4174
H 6.702 -2.154 -3.109 0.4500
H -2.427 1.423 2.400 1.1918
H 0.793 4.458 7.538 0.5150
H 4.989 -4.787 -8.752 0.4714
H 3.275 1.785 -1.920 0.4279
H 2.462 -5.843 -8.512 0.2972
H 0.509 -7.224 -9.197 0.4510
H 0.028 -1.939 1.099 0.6028
H 3.197 0.560 4.554 0.4692
H 2.395 5.951 3.770 0.4072
H 1.882 8.281 4.476 0.4047
H 0.279 6.788 8.245 0.4405
H -0.518 2.001 6.824 0.4286
H -4.046 2.690 10.330 0.4243
H 5.650 2.195 -2.585 0.3026
H -11.429 2.210 -3.267 0.4142
H 7.424 0.473 -3.195 0.3951
H 2.416 -10.762 -7.509 0.4080
```

* highest occupied orbital energy: -0.42307 hartree
* frontier orbital gap: 6.4 eV
* net charge: +1
* E_LUMO: -0.1887 hartree
* molecular weight: 1210.9 g mol⁻¹

The following is a DFT calculation (the ωB97M-V functional and the def2-TZVPD basis) of a molecular structure, C54H55BaCl2N7S2Sb in a non-equilibrium geometry.

```
122
Properties=species:S:1:pos:R:3:mulliken_charge:R:1
Ba -0.325 -0.160 -0.359 0.1214
Sb 3.160 -1.167 -0.333 0.7264
Cl 0.760 -4.424 -0.963 0.1513
Cl -1.364 -2.934 -2.352 -0.0689
S 0.968 -0.378 2.366 0.4979
S -1.755 -2.179 1.405 -0.2078
N -1.813 -5.483 6.542 -0.6200
N -3.837 1.017 -1.558 0.0888
N 1.490 -3.310 7.690 -0.6018
N 1.075 2.331 0.248 0.4049
N 1.668 1.591 -2.472 -0.0952
N -2.382 1.461 0.243 1.8330
N -4.665 1.970 0.353 -0.1800
C 2.150 2.844 -1.884 -1.1135
C 0.313 -2.900 5.426 0.4641
C -3.190 0.371 -5.100 -0.8722
C 4.106 -0.899 -4.586 -0.4317
C 3.679 1.229 1.924 -0.5386
C 5.876 0.371 2.791 -0.7128
C -0.906 -2.394 2.920 1.2445
C -2.208 4.362 0.348 -1.4526
C 1.181 3.322 -0.822 -0.2411
C -2.193 1.329 2.660 0.4511
C -0.808 -3.645 5.029 0.8066
C 3.324 -6.095 -0.247 -0.8578
C -1.388 -3.377 3.796 -1.1484
C 4.811 0.230 1.902 0.6488
C -3.840 0.635 -3.901 1.1333
C 0.803 -1.918 4.576 -0.9371
C 3.298 -3.310 -0.301 0.7378
C 6.130 -0.159 -3.513 -0.7111
C -6.478 4.372 -1.825 -1.0031
C 5.547 -0.387 -2.269 -1.1065
C -1.358 -4.668 5.869 -0.2962
C 3.524 -1.131 -3.345 0.4741
C -1.850 3.302 3.986 -0.8722
C -1.997 1.926 3.897 -0.7214
C -7.654 4.526 -1.108 -0.7362
C 5.873 -1.761 1.038 -0.4122
C 2.794 -3.983 0.821 0.2786
C -1.904 4.075 2.833 -0.9270
C -7.016 2.235 1.865 -1.6151
C -7.814 3.837 0.086 -0.6657
C -3.538 1.498 -0.328 -0.4902
C -3.056 0.771 -2.738 0.1228
C 2.114 -1.619 -3.154 -1.2287
C -6.833 2.982 0.572 0.9462
C 4.247 -0.877 -2.179 0.8573
C -2.106 3.501 1.581 1.2995
C -1.810 0.244 -5.131 -1.3916
C -5.475 3.538 -1.354 -0.2104
C 4.815 -0.854 1.012 0.4639
C 2.815 -5.375 0.827 -0.5227
C 6.928 -0.534 2.806 -0.7217
C 0.232 -1.633 3.324 -1.1324
C 3.835 -5.424 -1.348 -0.8943
C 2.242 -3.222 2.002 -0.8665
C -0.984 -4.270 -1.235 -0.2056
C 3.818 -4.034 -1.370 -0.1298
C -5.348 0.736 -3.887 -1.5009
C -1.094 0.380 -3.947 0.2550
C -1.661 0.640 -2.689 -0.8151
C 6.929 -1.606 1.925 -0.8953
C -5.651 2.828 -0.165 0.1393
C 5.409 -0.418 -4.673 -0.7556
C 0.956 -3.132 6.686 -0.2217
C -2.247 2.105 1.504 -0.8298
H 3.123 2.656 -1.416 0.3711
H 5.876 1.204 3.485 0.3797
H 0.747 1.723 -2.882 -0.0059
H -4.547 1.989 1.355 0.4603
H -6.317 2.580 2.634 0.3078
H -1.444 -4.033 -0.282 -0.0068
H 1.986 2.129 0.648 -0.4047
H -2.254 -3.949 3.491 0.4583
H -5.743 0.596 -4.893 0.3762
H 5.855 -0.243 -5.644 0.3644
H -5.701 1.707 -3.527 0.2514
H 4.218 -3.514 -2.235 0.3748
H -5.804 -0.035 -3.255 0.3719
H -1.786 5.152 2.901 0.4399
H 2.994 -2.544 2.414 0.3641
H -8.728 3.954 0.657 0.3535
H 5.866 -2.608 0.361 0.4881
H -4.550 3.438 -1.907 0.6798
H -1.869 3.827 -0.539 -0.0367
H -3.245 4.662 0.166 0.2946
H -6.840 1.166 1.731 0.3586
H 1.694 -0.942 -2.405 0.0932
H 0.492 2.648 1.018 0.0364
H -3.776 0.259 -6.007 0.2889
H -4.831 0.964 -1.707 0.1281
H 7.742 -0.404 3.509 0.3817
H 1.483 4.313 -0.469 0.3864
H 3.562 1.708 0.946 0.0656
H 7.141 0.225 -3.573 0.4296
H -2.274 0.251 2.564 0.3503
H 1.372 -2.617 1.723 -0.3770
H 4.237 -5.974 -2.191 0.4369
H -1.347 -5.188 -1.678 0.3787
H 3.316 -7.178 -0.223 0.3663
H 2.723 0.752 2.166 -0.2757
H 1.934 -3.900 2.797 0.5471
H 6.113 -0.178 -1.369 0.5194
H 3.864 2.011 2.660 0.3235
H -1.618 5.273 0.461 0.4917
H 7.742 -2.323 1.932 0.4338
H -6.327 4.910 -2.753 0.4122
H -1.302 0.028 -6.066 0.4090
H -1.937 1.308 4.784 0.4690
H 3.535 -1.097 -5.487 0.4263
H 2.290 1.260 -3.200 0.2098
H -1.683 3.774 4.946 0.3905
H 2.296 3.644 -2.617 0.4660
H -8.024 2.376 2.251 0.4064
H 2.100 -2.625 -2.724 0.0232
H 1.664 -1.340 4.885 0.5619
H 2.415 -5.902 1.687 0.4382
H -8.438 5.178 -1.470 0.3935
H -0.013 0.234 -4.023 0.2596
H 0.195 3.423 -1.287 0.2388
H 1.509 -1.623 -4.060 0.4623
```

* energy relative to the best compared isomer or geometry (same formula, charge and spin): 20.6 kcal per mole
* highest occupied orbital energy: -0.16241 hartree
* frontier orbital gap: 6.4 eV
* net charge: -1
* E_LUMO: 0.0715 hartree
* molecular weight: 1196.2 g mol⁻¹

The following is a DFT calculation (the ωB97M-V functional and the def2-TZVPD basis) of 2 unconnected molecules or ions with the total composition H2NO4P in a non-equilibrium geometry.

```
8
Properties=species:S:1:pos:R:3:nbo_charge:R:1
P -2.195 -0.670 -0.169 0.7813
O 1.107 -0.740 -0.283 -0.0982
O 0.238 0.472 -0.789 0.0233
O -0.142 1.315 0.062 -0.1156
O 2.262 -0.336 0.338 -0.3768
N -1.898 0.432 0.847 -0.6732
H -1.169 -0.505 -1.085 -0.0101
H 1.797 0.030 1.079 0.4693
```

* energy relative to the best compared isomer or geometry (same formula, charge and spin): 270.6 kcal per mole
* highest occupied orbital energy (spin up / spin down): -0.39086 / -0.36556 hartree
* frontier orbital gap (spin up / spin down): 9.4 / 8.8 eV
* E_LUMO (spin up / spin down): -0.0457 / -0.0434 hartree
* molecular weight: 111.0 g mol⁻¹

The following is a DFT calculation (the ωB97M-V functional and the def2-TZVPD basis) of 2 unconnected molecules or ions with the total composition C3H11NO in a non-equilibrium geometry.

```
16
Properties=species:S:1:pos:R:3:mulliken_spin:R:1
O 0.126 1.918 -0.176 0.8396
N -0.259 -0.625 0.580 0.0019
C 0.907 -1.466 1.028 -0.0008
C -1.328 -1.467 -0.032 -0.0015
C 0.492 2.693 -1.229 -0.0038
H 0.934 3.640 -0.871 0.0794
H 0.916 -2.468 0.608 0.0000
H 1.847 -1.035 0.692 0.0010
H -0.439 3.093 -1.672 0.0989
H 0.097 0.138 -0.020 -0.0111
H 1.157 2.205 -1.937 -0.0077
H -1.024 -1.619 -1.060 0.0003
H -1.493 -2.379 0.535 -0.0002
H -2.297 -0.972 0.039 0.0013
H 0.903 -1.543 2.111 0.0001
H -0.538 -0.113 1.401 0.0024
```

* energy relative to the best compared isomer or geometry (same formula, charge and spin): 21.4 kcal per mole
* highest occupied orbital energy (spin up / spin down): -0.56641 / -0.54499 hartree
* frontier orbital gap (spin up / spin down): 12.3 / 8.8 eV
* net charge: +1
* E_LUMO (spin up / spin down): -0.1135 / -0.2208 hartree
* 2S+1: 2
* molecular weight: 77.1 g mol⁻¹
* expectation value of S²: 0.7542